Molecular formula: C39H56N11ReSi3
Method: DFT, ωB97M-V/def2-TZVPD

Net charge = +3
HOMO (alpha / beta) = -15.9 / -16.0 eV
Relative energy (zero: lowest compared OMol25 entry of this formula, charge and spin) = 152.0 kJ/mol
Total energy = -3068.053304 a.u.
Spin multiplicity = 2
⟨S²⟩ = 1.138
Frontier orbital gap (alpha / beta) = 6.882 / 6.866 eV

Positions of all 110 atoms, in Å:
Re (0.0447, -0.6654, 0.4450)
C (-0.4205, -2.3181, 4.6222)
C (0.1992, -1.4391, 5.4943)
C (0.8415, -0.3366, 4.9560)
C (0.8179, -0.1140, 3.5866)
N (0.1649, -0.9387, 2.7432)
C (-0.4119, -2.0276, 3.2723)
C (1.5595, 0.9966, 2.9739)
C (2.1179, 2.0622, 3.6747)
C (2.8447, 3.0097, 2.9725)
C (2.9792, 2.8818, 1.5963)
C (2.3469, 1.8163, 0.9779)
N (1.6601, 0.9026, 1.6519)
H (-0.9043, -3.2165, 4.9784)
H (0.2014, -1.6165, 6.5612)
H (1.3649, 0.3406, 5.6127)
H (-0.8786, -2.7137, 2.5901)
H (1.9798, 2.1756, 4.7396)
H (3.3008, 3.8411, 3.4934)
H (3.5436, 3.5943, 1.0111)
H (2.3683, 1.7037, -0.1003)
C (-5.0309, 0.5231, 1.2421)
Si (-3.1917, 0.9156, 1.1395)
C (-3.0297, 2.5811, 0.2537)
C (-2.6796, 1.0452, 2.9692)
C (-2.1815, -0.4906, 0.2064)
Si (-2.7262, -0.2967, -1.6802)
C (-1.9012, 1.1280, -2.6311)
C (-4.5456, 0.0251, -2.0195)
C (-2.2433, -1.9101, -2.5937)
Si (-3.0312, -2.1112, 0.7951)
C (-4.5254, -2.7955, -0.1191)
C (-3.5373, -2.3000, 2.6116)
C (-1.5973, -3.3240, 0.4686)
C (-1.8556, -4.6867, 0.3840)
C (-0.8334, -5.5841, 0.1243)
C (0.4406, -5.0744, -0.0787)
C (0.6375, -3.7113, 0.0047)
N (-0.3492, -2.8417, 0.2955)
H (-5.5004, 1.3488, 1.7839)
H (-5.2377, -0.3853, 1.8084)
H (-5.5346, 0.4455, 0.2808)
H (-2.9973, 3.3903, 0.9860)
H (-3.9146, 2.7531, -0.3633)
H (-2.1574, 2.6740, -0.3912)
H (-2.6199, 2.0954, 3.2666)
H (-1.7376, 0.5622, 3.2242)
H (-3.4570, 0.5929, 3.5866)
H (-2.4282, 2.0615, -2.4321)
H (-2.0250, 0.9267, -3.6991)
H (-0.8434, 1.3007, -2.4429)
H (-4.8466, 1.0243, -1.7019)
H (-5.2400, -0.6925, -1.5889)
H (-4.6778, -0.0148, -3.1043)
H (-1.6485, -2.6117, -2.0087)
H (-1.7091, -1.7031, -3.5263)
H (-3.1530, -2.4327, -2.8931)
H (-5.3481, -2.0799, -0.0906)
H (-4.8782, -3.6870, 0.4044)
H (-4.3473, -3.0682, -1.1583)
H (-4.6141, -2.1486, 2.6982)
H (-3.0581, -1.6109, 3.3033)
H (-3.3407, -3.3193, 2.9546)
H (-2.8708, -5.0361, 0.5188)
H (-1.0240, -6.6479, 0.0701)
H (1.2748, -5.7242, -0.3015)
H (1.6167, -3.2990, -0.1608)
C (4.9638, -1.4956, 0.9693)
N (4.4737, -1.3633, -0.4014)
C (5.4938, -1.6873, -1.4044)
C (3.1546, -1.2531, -0.6205)
N (2.2454, -1.3534, 0.2965)
N (2.7549, -1.0104, -1.9253)
C (1.4828, -0.8651, -2.3946)
N (1.3929, -0.8127, -3.7390)
N (0.4250, -0.7382, -1.6479)
H (5.9792, -1.1082, 1.0094)
H (4.9873, -2.5402, 1.2905)
H (4.3590, -0.9111, 1.6604)
H (6.3609, -1.0466, -1.2542)
H (5.1674, -1.5449, -2.4272)
H (5.8087, -2.7259, -1.2839)
H (2.6139, -1.5925, 1.2057)
H (3.4956, -0.8828, -2.6004)
H (2.1686, -1.0619, -4.3304)
H (0.4878, -0.7849, -4.1794)
H (-0.4163, -0.6939, -2.2122)
C (-0.2293, 3.6792, 1.3434)
C (-0.2851, 2.3051, 1.3000)
N (0.0651, 1.5979, 0.2145)
C (0.4474, 2.2697, -0.8796)
C (0.4431, 3.6621, -0.9624)
C (0.1152, 4.3697, 0.1965)
C (0.6001, 4.4391, -2.2069)
C (1.3814, 4.2976, -3.2811)
C (2.4743, 3.3545, -3.5351)
C (2.8244, 3.0520, -4.8524)
C (3.7968, 2.0885, -5.0459)
N (4.4430, 1.5288, -4.0231)
C (4.1383, 1.9914, -2.8160)
N (3.1632, 2.8281, -2.5126)
H (-0.4971, 4.1987, 2.2533)
H (-0.6230, 1.7491, 2.1609)
H (0.7290, 1.6892, -1.7441)
H (0.1108, 5.4525, 0.1836)
H (-0.0841, 5.2808, -2.2405)
H (1.2160, 4.9912, -4.0975)
H (2.3298, 3.5295, -5.6868)
H (4.0773, 1.7482, -6.0362)
H (4.7430, 1.6251, -1.9909)

Forces on atoms 1 to 2 (eV/Å):
0.9 1.2 0.7
0.0 0.1 0.1